Entry 1:
The following is a DFT calculation (ωB97M-V with the def2-TZVPD basis set) of C42H34I2N6O3S2Ti as an isolated structure.

The geometry in XYZ format:
```
90
C42H34I2N6O3S2Ti, DFT ωB97M-V with the def2-TZVPD basis set
I -0.88919 2.41816 -1.09701
I -4.70617 -4.17085 3.81368
Ti 1.29689 -0.03396 0.88847
S 1.56651 -2.57513 1.02510
S 4.02232 -0.46030 0.58897
O 0.20724 -0.54661 -0.76404
O 2.12538 0.07651 2.91751
O 1.58289 -0.96479 -2.48629
N 2.88755 2.14137 3.39181
N 0.13290 -0.97979 -4.88787
N 3.46067 -4.84115 3.27056
N 2.09723 1.84929 0.42014
N -0.62814 -2.83024 3.67858
N 6.50756 -2.34698 2.55049
C -1.68557 -2.21493 -1.86081
C 0.48795 -0.99086 -1.93628
C -2.20925 -4.14719 5.54907
C -2.79051 -3.02409 -3.82904
C 5.46103 -2.18238 2.09236
C 2.99206 3.12409 -1.43189
C -4.50998 0.25093 -0.25617
C 2.64401 4.19314 0.68299
C 4.17804 0.23274 4.12565
C -2.29478 0.71048 -4.95327
C 3.04247 4.31080 -0.65760
C -1.91134 3.59547 -4.63149
C -0.13859 -3.17920 4.85999
C -3.19084 -0.10391 3.18406
C -3.43139 0.91601 -0.87152
C -2.03006 0.07373 3.86834
C -0.88658 -3.83902 5.82788
C 4.17461 -1.92251 1.50669
C -2.04692 0.62428 1.13594
C -0.72607 2.66706 -4.71766
C 3.33409 -3.93371 2.56794
C -0.80749 -1.66254 -4.02772
C 1.84915 2.85000 2.62709
C 1.66103 2.37028 -4.70666
C -3.22687 0.13529 1.78820
C 2.98115 0.80612 3.42604
C 2.53526 1.96158 -0.88643
C 3.14456 -2.78721 1.72824
C 0.21147 0.44223 -4.81394
C -4.42271 -0.08525 1.06149
C -2.70494 -3.78308 4.31081
C 1.48974 1.00504 -4.76656
C -2.26325 1.11768 -0.18814
C -0.76862 0.60080 1.81100
C -0.90788 1.28068 -4.82392
C -1.83074 -2.40001 -4.60986
C -0.69504 -1.61841 -2.63618
C 2.20488 2.99614 1.18678
C 0.55151 3.20327 -4.66339
C -0.83227 0.35862 3.16980
C -1.88763 -3.13070 3.39834
C -2.73100 -2.90925 -2.44639
H 3.95815 -0.78354 4.44335
H -4.09894 -0.43208 3.68169
H 2.48134 1.05195 -1.47466
H -1.87095 -2.45060 -5.69100
H 3.38147 5.25150 -1.06979
H 3.70509 2.66420 3.65931
H -2.65582 0.30612 -4.00296
H -1.57482 4.61259 -4.43214
H -1.60829 -2.12263 -0.78476
H -2.00054 -0.09893 4.94094
H -2.48533 3.60682 -5.56313
H -2.25585 -2.82038 2.42651
H -0.44503 -4.11146 6.77770
H 1.72135 3.83014 3.08727
H 3.30092 3.11988 -2.46811
H 0.67801 4.27433 -4.55374
H 4.49180 0.84141 4.97421
H -3.58861 -3.58801 -4.29757
H -5.27127 -0.52082 1.58016
H 2.68126 5.04787 1.35173
H 4.98772 0.17872 3.39471
H -3.00005 1.46720 -5.29240
H 2.65968 2.78320 -4.64127
H -2.58545 3.30399 -3.82266
H -3.49154 -3.36750 -1.82606
H 1.05333 -1.30855 -4.59920
H -2.30581 -0.10398 -5.67588
H -5.41798 0.06668 -0.81896
H -2.83151 -4.65613 6.27304
H -3.54006 1.30378 -1.87604
H 0.90209 -2.92547 5.03254
H 0.08423 0.29673 3.74411
H 2.34614 0.34375 -4.71917
H 0.91894 2.29149 2.73834
```

Summary:
Charge ... -2
Multiplicity ... 3
Calculated total energy ... -4416.549949 Ha
<S²> ... 2.020

Entry 2:
The following is a DFT calculation (ωB97M-V with the def2-TZVPD basis set) of C42H35Br2GeN2O7Ta as an isolated structure.

The geometry in XYZ format:
```
90
C42H35Br2GeN2O7Ta, DFT ωB97M-V with the def2-TZVPD basis set
Ta 0.22766 -0.93447 0.35103
Br -2.90748 -3.11741 -6.37470
Br 1.84346 -3.26791 -3.44375
Ge -0.59285 2.24175 -0.08630
O -1.14099 -3.11625 0.80088
O 2.66512 0.61753 3.31833
O 2.17135 -2.65028 1.05508
O 1.29934 -0.04346 1.70133
O 0.01403 -2.15983 -1.17038
O 1.62613 -0.13427 -0.86079
O 3.60223 0.31169 -1.76239
N -0.59241 -1.64488 2.81512
N -2.71862 -2.16999 -1.16387
C 1.44331 3.21388 1.74983
C 1.17018 2.84974 0.42816
C -0.87797 2.50320 -4.82327
C -1.32925 -3.33166 4.33510
C 4.21952 -3.51914 0.41151
C -1.15279 0.43683 0.39641
C 2.49562 0.02030 2.28870
C -1.84249 3.60391 0.54152
C -4.14801 4.32349 0.80430
C -1.04863 1.27770 -4.19326
C 3.71315 3.75569 1.17262
C -4.78220 -1.99585 -2.35924
C -4.16456 -2.29162 -3.53411
C -0.00920 -1.00988 3.84249
C 2.18864 2.96842 -0.51994
C -1.99300 -3.31099 1.90306
C 3.65709 -1.08101 0.14550
C 3.53297 -0.87591 1.69366
C -3.21625 3.37361 0.41076
C -0.69736 2.32308 -2.03145
C -1.43023 4.82900 1.06996
C -3.72014 5.52999 1.34548
C -0.70410 -2.68580 5.38661
C 3.09252 -2.29680 2.12521
C -0.62250 3.64103 -4.06471
C 2.96084 -0.19871 -0.88250
C -2.36273 5.78309 1.47247
C 3.14870 -2.53123 -0.01796
C 4.23764 -3.29209 1.94764
C -2.03644 -2.90970 -4.71214
C -0.00544 -2.93368 -3.41607
C -0.54041 3.55030 -2.68073
C -0.04958 -1.49251 5.13964
C 2.70172 3.66708 2.12186
C -0.63776 -2.49592 -2.29053
C -0.70436 -3.13634 -4.63535
C -1.26423 -2.76327 3.07665
C -2.07216 -2.39044 -2.34142
C 3.45531 3.41098 -0.14790
C -4.01285 -1.98466 -1.17860
C -0.95428 1.19381 -2.80826
C -2.77106 -2.53281 -3.55582
H 4.23780 3.47759 -0.89415
H 2.58463 -2.34023 3.08510
H -0.14978 -3.44889 -5.50852
H -0.48874 4.59889 -4.55315
H 4.48144 -0.58652 2.13765
H -5.84266 -1.78834 -2.31733
H -0.37517 5.05177 1.16503
H 0.49784 -0.08824 3.61448
H 5.17696 -3.32296 -0.06900
H -0.73418 -3.10491 6.38474
H -0.94621 2.57469 -5.90218
H 4.04179 -4.21330 2.49301
H -2.18267 0.29046 0.05666
H -5.20694 4.12716 0.68663
H 0.43436 -0.93644 5.93055
H -1.86611 -4.26008 4.48150
H -2.91956 -2.74004 1.76865
H -0.34800 4.44839 -2.10134
H 4.70040 4.09518 1.46295
H 4.70956 -1.02196 -0.11712
H -4.72426 -2.35021 -4.45788
H 2.67227 -2.74193 -0.96732
H -3.56756 2.43678 -0.01278
H 5.17756 -2.87169 2.30427
H 2.89702 3.93231 3.15394
H -4.44421 6.27016 1.66319
H -2.02427 6.72641 1.88404
H -4.49007 -1.81615 -0.21763
H -2.24991 -4.36215 2.04471
H -1.25627 0.38845 -4.77898
H 3.90750 -4.53352 0.16771
H 0.66880 3.13422 2.50573
H 2.00604 2.69745 -1.55310
H -1.66616 -3.08262 -0.01543
H -1.07541 0.23295 -2.32004
```

Summary:
Charge ... 0
Calculated total energy ... -9539.761248 Ha

Entry 3:
The following is a DFT calculation (ωB97M-V with the def2-TZVPD basis set) of C42H35CrIN7OPS4Se as an isolated structure.

The geometry in XYZ format:
```
93
C42H35CrIN7OPS4Se, DFT ωB97M-V with the def2-TZVPD basis set
I 0.08361 6.95753 -2.29656
Se 3.27518 -1.61862 -0.71600
Cr -0.10668 -0.45771 2.05830
S 3.34823 -4.03783 0.22147
S -1.94872 -0.37032 0.73613
S -0.24607 -0.17577 -3.82754
S 0.55098 -2.52915 2.38892
P 1.60506 -4.06068 1.28418
O -0.19045 0.64837 -2.58611
N -1.13367 0.88370 3.11318
N 1.15234 2.21162 2.36892
N 1.35056 0.87780 2.44049
N -2.32535 0.30314 3.35320
N 2.65349 -0.65405 0.62933
N -2.77335 6.85608 -1.53492
N -4.13272 -0.81309 2.39267
C -2.85312 -0.35435 2.29792
C -1.47417 -4.76966 -1.29347
C -2.00226 -0.34589 -4.18832
C 3.41367 -4.89301 3.19520
C 0.21673 2.83808 3.28369
C 2.13075 -5.05930 2.65944
C 0.13234 0.99387 -5.13460
C 0.87753 4.99767 2.42189
C 1.47501 -6.29993 4.66792
C -2.91626 0.66044 -3.89143
C 1.32669 2.55668 -7.16899
C 0.43478 4.23746 3.50680
C 0.70646 3.16025 -6.06658
C 1.74062 2.95152 1.36144
C 0.32294 -4.81786 0.39441
C -2.39106 -1.56729 -4.75494
C 3.78448 -5.53825 4.40175
C 4.03270 -0.40450 4.56046
C 1.56350 4.30400 1.38207
C 4.64813 -1.24972 3.69697
C -0.78680 1.98196 3.78161
C -3.91690 8.04191 0.25843
C -0.42387 -6.85569 -0.67320
C 0.52396 0.42409 -6.37120
C -3.84442 7.25552 -0.87376
C -3.68757 -1.70825 -5.09900
C -1.38407 -6.14850 -1.40396
C -1.61538 7.37554 -1.10291
C 0.14210 2.40278 -5.02224
C 2.48284 0.21695 2.90098
C -4.61530 -0.66781 -4.90899
C -0.67876 -4.13200 -0.35719
C 2.94782 0.38782 4.18214
C -2.69056 8.48530 0.72575
C 2.78179 -6.12877 5.14957
C -4.23722 0.55779 -4.30803
C 0.36037 -6.20403 0.28914
C 3.18204 -0.58417 1.88009
C 4.33003 -1.28018 2.30201
C 1.29446 1.17658 -7.26750
C -1.55215 8.09087 0.06039
C 1.16738 -5.73649 3.45381
H -2.60741 9.19236 1.53300
H -0.35541 2.88305 -4.16302
H 0.66733 4.27492 -6.01278
H 5.56033 -1.70366 4.02381
H -0.72989 -3.04065 -0.18812
H -0.15754 -7.89982 -0.82632
H 0.41105 -0.65594 -6.53810
H -4.45293 -1.01255 3.37730
H -0.56531 8.53030 0.31352
H 0.82223 6.02926 2.28001
H -4.03716 -2.63794 -5.54599
H 4.16640 -4.41686 2.55452
H 2.42349 2.50585 0.64177
H -5.61298 -0.74258 -5.21305
H -4.30234 -1.55555 1.76200
H -1.44192 2.28083 4.60530
H 1.96242 3.13235 -7.85645
H -4.86932 8.23698 0.76413
H 2.98107 -6.51777 6.19087
H 1.83477 0.63978 -7.97977
H -4.95803 1.41074 -4.30429
H -4.80944 6.88941 -1.23393
H -2.17097 -4.20523 -1.82845
H -1.63054 -2.33223 -5.00309
H 4.37896 -0.32919 5.64337
H -0.08576 4.68044 4.33888
H 0.19037 -5.78312 2.93580
H 0.77280 -6.74678 5.36016
H -2.13595 -6.74420 -1.95293
H 0.99572 -6.76299 0.99532
H -2.50408 1.57794 -3.45540
H 4.81492 -5.57043 4.78460
H 4.93312 -1.88210 1.62905
H 1.92172 4.84563 0.52705
H 2.47859 1.05732 4.88802
```

Summary:
Charge ... 0
Multiplicity ... 5
Calculated total energy ... -7757.458859 Ha
<S²> ... 6.117

Look up the calculated total energy of the third one. -7757.458859 Ha

Among the records above, which one has the lowest calculated total energy? C42H35Br2GeN2O7Ta

What is the formula in the first record? C42H34I2N6O3S2Ti